ORCA calculation (wB97M-V/def2-TZVPD) on a single C11H21N3OS2 molecule in a non-equilibrium geometry.

```
! wB97M-V def2-TZVPD RIJCOSX def2/J DEFGRID3
* xyz 0 1
C -0.871 -1.979 -1.336
C -0.694 -2.944 -0.178
C 0.627 -2.881 0.580
C 0.955 -1.449 1.080
N 2.197 -1.509 1.834
C -0.115 -0.770 1.961
C 0.065 0.746 1.993
C -0.801 1.534 0.985
C -2.349 1.381 1.157
O -0.426 1.256 -0.381
C -0.319 2.388 -1.285
N -0.273 1.815 -2.663
C 0.891 2.095 -3.349
S 1.359 1.126 -4.638
N 1.713 2.890 -2.542
C 1.087 2.998 -1.311
S 1.948 3.556 0.018
H -1.491 -2.451 -2.098
H 0.048 -1.704 -1.816
H -1.297 -1.061 -0.971
H -1.573 -2.794 0.449
H -0.691 -3.956 -0.583
H 1.448 -3.179 -0.071
H 0.562 -3.589 1.440
H 1.099 -0.850 0.189
H 2.958 -1.838 1.217
H 2.076 -2.143 2.659
H -0.017 -1.123 2.985
H -1.144 -0.999 1.643
H -0.162 1.108 3.001
H 1.115 0.978 1.773
H -0.596 2.603 1.137
H -2.630 1.608 2.176
H -2.654 0.348 1.031
H -2.913 2.016 0.440
H -1.100 3.161 -1.089
H -0.736 0.918 -2.830
H 2.702 2.695 -2.607
*
```

Summary:
SMILES = CCC[C@H](N)CC[C@H](C)O[C@@H]1NC(=S)NC1=S

ORCA calculation (wB97M-V/def2-TZVPD) on 13 unconnected molecules or ions with the total composition C54H53N13O14 in a non-equilibrium geometry.

```
! wB97M-V def2-TZVPD RIJCOSX def2/J DEFGRID3
* xyz 0 1
C 1.231 0.979 -4.099
C 2.667 1.088 -3.971
N 3.797 1.194 -3.848
H 0.971 0.655 -5.108
H 0.750 1.940 -3.927
H 0.818 0.218 -3.442
C 2.951 -6.351 0.555
C 1.633 -5.927 1.020
N 0.619 -5.561 1.418
H 2.852 -7.204 -0.113
H 3.482 -6.705 1.441
H 3.493 -5.541 0.082
C 0.421 -5.738 -4.887
C -0.383 -4.855 -4.045
N -1.027 -4.156 -3.408
H 0.301 -5.417 -5.920
H 0.092 -6.764 -4.749
H 1.471 -5.620 -4.632
C 4.085 -2.633 -2.948
C 5.153 -2.359 -3.902
N 5.991 -2.119 -4.634
H 4.534 -2.831 -1.976
H 3.488 -3.487 -3.266
H 3.413 -1.780 -2.876
C 1.257 -1.868 -7.685
C 1.395 -2.306 -6.297
N 1.501 -2.627 -5.207
H 1.268 -0.778 -7.717
H 0.297 -2.184 -8.087
H 2.088 -2.254 -8.267
C -1.585 -3.740 -0.061
C -2.676 -4.549 0.462
N -3.516 -5.177 0.925
H -0.899 -4.384 -0.604
H -1.048 -3.394 0.826
H -1.879 -2.896 -0.670
C -1.518 5.326 2.149
C -2.562 6.077 2.672
C -3.369 5.523 3.651
C -3.187 4.207 4.020
C -2.188 3.439 3.470
C -1.338 4.004 2.536
N -4.113 3.579 4.962
O -4.965 4.285 5.456
O -4.032 2.383 5.098
H -0.829 5.766 1.434
H -2.748 7.111 2.415
H -4.183 6.088 4.085
H -1.981 2.442 3.832
H -0.539 3.409 2.117
C -5.922 0.051 -2.438
C -6.259 1.391 -2.637
C -5.351 2.241 -3.245
C -4.114 1.766 -3.643
C -3.739 0.467 -3.359
C -4.650 -0.393 -2.764
N -3.184 2.688 -4.297
O -3.602 3.787 -4.595
O -2.058 2.305 -4.523
H -6.667 -0.624 -2.035
H -7.200 1.793 -2.288
H -5.646 3.259 -3.458
H -2.759 0.101 -3.640
H -4.383 -1.417 -2.539
C 3.402 -3.289 3.390
C 4.528 -2.705 2.824
C 5.632 -3.471 2.474
C 5.526 -4.845 2.590
C 4.421 -5.453 3.148
C 3.353 -4.675 3.539
N 6.704 -5.667 2.263
O 7.706 -5.103 1.874
O 6.595 -6.873 2.389
H 2.581 -2.667 3.722
H 4.564 -1.645 2.594
H 6.486 -2.992 2.024
H 4.420 -6.516 3.340
H 2.467 -5.101 3.992
C -7.128 1.002 3.783
C -6.737 -0.322 3.624
C -5.699 -0.647 2.769
C -5.083 0.373 2.076
C -5.443 1.695 2.253
C -6.495 2.014 3.090
N -4.035 0.040 1.114
O -3.682 -1.118 1.063
O -3.599 0.939 0.416
H -7.924 1.213 4.487
H -7.244 -1.117 4.152
H -5.432 -1.686 2.636
H -4.900 2.430 1.670
H -6.800 3.049 3.155
C 4.373 4.577 2.336
C 3.116 4.534 2.925
C 2.767 3.496 3.775
C 3.699 2.507 4.025
C 4.943 2.510 3.436
C 5.249 3.509 2.532
N 3.345 1.431 4.950
O 2.309 1.530 5.561
O 4.141 0.519 5.075
H 4.651 5.426 1.726
H 2.426 5.353 2.757
H 1.821 3.563 4.291
H 5.678 1.742 3.624
H 6.232 3.562 2.082
C 0.716 -1.805 -1.455
C -0.196 -0.816 -1.119
C -0.181 -0.210 0.121
C 0.722 -0.645 1.062
C 1.672 -1.596 0.726
C 1.667 -2.185 -0.521
N 0.766 -0.066 2.394
O -0.210 0.559 2.772
O 1.771 -0.276 3.042
H 0.783 -2.193 -2.466
H -0.971 -0.554 -1.832
H -0.889 0.572 0.349
H 2.415 -1.909 1.448
H 2.370 -2.960 -0.787
C -1.441 4.952 -2.367
C -1.644 3.819 -1.587
C -0.548 3.198 -0.994
C 0.731 3.668 -1.246
C 0.943 4.784 -2.025
C -0.156 5.434 -2.582
N 1.874 2.959 -0.670
O 2.972 3.282 -1.074
O 1.666 2.129 0.196
H -2.311 5.455 -2.772
H -2.623 3.436 -1.325
H -0.683 2.437 -0.243
H 1.933 5.172 -2.223
H 0.002 6.314 -3.189
*
```

ORCA calculation (wB97M-V/def2-TZVPD) on a single C9H10N2O molecule in a non-equilibrium geometry.

```
! wB97M-V def2-TZVPD RIJCOSX def2/J DEFGRID3
* xyz 0 1
C 0.094 -0.855 1.743
C 0.586 0.261 1.177
C -0.580 -1.854 0.886
C -1.271 -1.251 -0.350
C -2.261 -1.889 -1.021
C -1.848 2.368 -0.442
C -1.969 1.051 -0.276
C 1.532 -0.169 -1.051
C 2.754 -0.094 -0.226
N -0.896 0.086 -0.617
N 0.471 0.170 -0.273
O -0.779 -3.029 1.013
H 0.184 -1.141 2.807
H 0.682 1.232 1.652
H -2.706 -1.491 -1.899
H -2.688 -2.920 -0.748
H -2.749 2.941 -0.004
H -1.140 2.864 -0.910
H -2.730 0.444 0.363
H 2.661 0.100 0.874
H 3.129 0.892 -0.501
H 3.448 -0.862 -0.424
*
```

ORCA calculation (wB97M-V/def2-TZVPD) on a gas-phase ion, C4H8N3S (charge +1) in a non-equilibrium geometry.

```
! wB97M-V def2-TZVPD RIJCOSX def2/J DEFGRID3
* xyz 1 1
C -0.442 -1.059 -1.607
C 0.592 -0.302 -0.783
N 1.370 -1.224 -0.124
N 1.150 -1.273 1.070
C 0.310 -0.301 1.499
C 0.635 0.392 2.743
S -0.877 -0.675 2.810
N -0.183 0.505 0.259
H -1.006 -1.676 -1.006
H 0.188 -1.622 -2.266
H -1.011 -0.368 -2.263
H 1.027 0.431 -1.333
H 1.405 -0.084 3.423
H 0.697 1.471 2.661
H 0.053 1.481 0.276
H -1.225 0.514 0.112
*
```

Summary:
SMILES = C[C@@H]1N=N[C@@]2(CS2)[NH2+]1

| no. | frontier orbital gap (eV) | energy (Ha) |
| --- | --- | --- |
| 1 | 8.11 | -1467.59708 |
| 2 | 9.04 | -3854.03768 |
| 3 | 7.92 | -533.43927 |
| 4 | 9.79 | -719.31223 |